Entry 1:
2 unconnected molecules or ions with the total composition C2H6OS2. Source: the OMol25 dataset; level of theory: the ωB97M-V functional and the def2-TZVPD basis.

Output
SMILES	CC=O.SS
energy relative to the best compared isomer or geometry (same formula, charge and spin)	0.0	kJ/mol
HOMO	-0.3440	Eh
HOMO-LUMO gap	0.36503	Ha
total energy	-25888.696	eV

Structure (XYZ):
```
11
C2H6OS2 | the OMol25 dataset | the ωB97M-V functional and the def2-TZVPD basis
C -0.5786 1.4965 0.7798
C -0.5952 0.2200 1.5685
O 0.1351 -0.7100 1.3324
H -1.4063 1.5263 0.0644
H 0.3399 1.5322 0.1832
H -0.6634 2.3791 1.4174
H -1.3154 0.1457 2.4057
S 0.9010 -2.1229 -2.9347
S 1.9414 -1.1587 -1.4560
H -0.2520 -1.4280 -2.9395
H 1.4935 -1.8803 -0.4213
```

=====

Entry 2:
2 unconnected molecules or ions with the total composition C2H6OS2 in a non-equilibrium geometry. Source: the OMol25 dataset; level of theory: the ωB97M-V functional and the def2-TZVPD basis.

Output
SMILES	C=O.CSS
energy relative to the best compared isomer or geometry (same formula, charge and spin)	80.5	kJ/mol
HOMO	-0.2984	Eh
HOMO-LUMO gap	0.31813	Ha
total energy	-25887.862	eV

Structure (XYZ):
```
11
C2H6OS2 | the OMol25 dataset | the ωB97M-V functional and the def2-TZVPD basis
C -2.1787 1.0461 -1.5728
O -1.4936 0.0855 -1.8105
H -3.0070 1.0167 -0.8489
H -1.9606 1.9440 -2.1651
C 1.1871 -1.1400 0.0322
S 0.5047 0.1909 1.0553
S 1.5954 -0.1111 2.8679
H 2.0981 -0.7485 -0.4309
H 0.5069 -1.2959 -0.8074
H 1.4650 -2.1309 0.3922
H 1.2827 1.1432 3.2883
```

=====

Entry 3:
2 unconnected molecules or ions with the total composition C2H6OS2 in a non-equilibrium geometry. Source: the OMol25 dataset; level of theory: the ωB97M-V functional and the def2-TZVPD basis.

Output
multiplicity	2
net charge	+1
expectation value of S²	0.7547
energy relative to the best compared isomer or geometry (same formula, charge and spin)	21.5	kJ/mol
HOMO (spin up / spin down)	-0.5067 / -0.5054	Eh
HOMO-LUMO gap (spin up / spin down)	0.29566 / 0.18217	Ha
total energy	-25879.743	eV

Structure (XYZ):
```
11
C2H6OS2 | the OMol25 dataset | the ωB97M-V functional and the def2-TZVPD basis
S -2.6313 -0.7172 -0.2382
S -1.8209 1.0832 -0.8059
H -2.9036 -0.3435 1.0476
H -1.6327 0.5552 -2.0600
O 1.0587 0.0795 -1.5038
C 1.0142 -0.4423 -0.4296
C 1.5110 0.2000 0.8493
H 0.5947 -1.4565 -0.2953
H 0.6506 0.6753 1.3289
H 2.2744 0.9224 0.5725
H 1.8849 -0.5560 1.5344
```

=====

Entry 4:
A molecular structure, C2H6OSn in a non-equilibrium geometry. Source: the OMol25 dataset; level of theory: the ωB97M-V functional and the def2-TZVPD basis.

Output
net charge	+2
energy relative to the best compared isomer or geometry (same formula, charge and spin)	304.3	kJ/mol
HOMO	-0.6252	Eh
HOMO-LUMO gap	0.12497	Ha
total energy	-10026.247	eV

Structure (XYZ):
```
10
C2H6OSn | the OMol25 dataset | the ωB97M-V functional and the def2-TZVPD basis
Sn -0.3727 1.1809 -4.7515
C 0.8801 -0.0044 1.0209
C -0.5306 -0.2189 0.5475
O -0.3632 -0.4640 -0.7646
H 1.4849 -0.9108 0.9906
H 0.8983 0.3132 2.0634
H 1.4034 0.7608 0.4476
H -1.0520 0.7374 0.5891
H -1.1147 -1.0093 1.0188
H -1.2336 -0.3849 -1.1617
```

=====

Entry 5:
2 unconnected molecules or ions with the total composition C2H6S in a non-equilibrium geometry. Source: the OMol25 dataset; level of theory: the ωB97M-V functional and the def2-TZVPD basis.

Output
SMILES	C=C.S
energy relative to the best compared isomer or geometry (same formula, charge and spin)	116.5	kJ/mol
HOMO	-0.3622	Eh
HOMO-LUMO gap	0.39651	Ha
total energy	-13005.186	eV

Structure (XYZ):
```
9
C2H6S | the OMol25 dataset | the ωB97M-V functional and the def2-TZVPD basis
C 0.2336 -0.7353 0.7638
C 1.5040 -0.3493 1.1193
H -0.3568 -1.3045 1.4251
H -0.2246 -0.3747 -0.1428
H 1.9158 -0.5026 2.1183
H 2.1629 0.1465 0.4516
S -1.7482 0.6782 -2.4131
H -2.6852 1.5173 -1.8153
H -0.8015 0.9243 -1.5068
```

=====

Entry 6:
C2H6S2 in the gas phase in a non-equilibrium geometry. Source: the OMol25 dataset; level of theory: the ωB97M-V functional and the def2-TZVPD basis.

Output
SMILES	CSSC
energy relative to the best compared isomer or geometry (same formula, charge and spin)	74.1	kJ/mol
HOMO	-0.2866	Eh
HOMO-LUMO gap	0.31424	Ha
total energy	-23841.045	eV

Structure (XYZ):
```
10
C2H6S2 | the OMol25 dataset | the ωB97M-V functional and the def2-TZVPD basis
C 1.2605 0.8345 -0.5613
S 1.7194 -0.3959 0.7893
S -0.1128 -0.9703 1.5060
C -1.3924 -0.6383 0.2644
H 0.5039 0.3453 -1.1546
H 1.0083 1.8093 -0.1632
H 2.2243 0.8487 -1.0590
H -1.4510 0.4330 0.1824
H -1.3937 -1.3803 -0.5317
H -2.3666 -0.8859 0.7277
```